1.
C8H14P2 | ωB97M-V/def2-TZVPD

## Properties
Energy in eV: -27096.309
Spin multiplicity: 1
SMILES: [H]/P=C/P1C(C)=C1C(C)(C)C

```
24
C8H14P2, DFT ωB97M-V/def2-TZVPD
H 4.05800 -2.14193 -0.47182
P 3.24052 -1.04400 -0.71133
C 3.18520 -0.44315 0.84622
P 1.88812 0.86988 1.47895
C 1.10708 1.36827 -0.16875
C 1.28595 2.40818 -1.26474
C 0.37264 0.43882 0.44467
C -0.93007 -0.25834 0.40717
C -1.73130 0.48249 -0.68628
C -1.71576 -0.10256 1.72063
C -0.72425 -1.78756 -0.00700
H 3.78856 -0.67088 1.71308
H 2.25220 2.84422 -1.26203
H 0.29802 3.05849 -1.14304
H 1.10046 1.89973 -2.27214
H -1.31227 0.39381 -1.64552
H -2.73330 0.19374 -0.84311
H -1.87380 1.49834 -0.45379
H -2.04680 -1.06061 2.01875
H -2.57452 0.52616 1.47983
H -1.06298 0.35292 2.36190
H -0.21060 -2.35629 0.63686
H -0.25574 -1.68280 -0.91651
H -1.70510 -2.07869 -0.27146
```


2.
C6H9INO | ωB97M-V/def2-TZVPD

## Properties
Energy in eV: -17995.103
Total charge: +1
Spin multiplicity: 1

```
18
C6H9INO, DFT ωB97M-V/def2-TZVPD
C -0.33336 0.06658 -0.91996
C 1.32289 1.61300 -0.31111
C 1.06921 0.70919 1.52327
C 0.37039 -0.46600 1.20079
C -1.06332 -0.12563 0.32978
C -0.34648 -1.06640 -1.89773
N 0.48899 1.05916 -0.97367
O -1.90237 -1.17398 0.29358
I 2.11313 3.47141 -0.19604
H 2.23283 0.60488 1.42890
H 0.73452 1.55212 2.14274
H 0.86657 -1.33678 0.81492
H -0.23088 -0.78799 2.16177
H -1.43969 0.77847 0.65662
H -1.34440 -0.92181 -2.31679
H -0.28306 -2.04717 -1.48325
H 0.53699 -1.05412 -2.43103
H -2.79198 -0.87490 -0.02280
```


3.
C12H28B3Cl2N3O11 | ωB97M-V/def2-TZVPD

## Properties
Energy in eV: -66964.672
Spin multiplicity: 1

```
59
C12H28B3Cl2N3O11, DFT ωB97M-V/def2-TZVPD
C 0.84366 -2.27968 1.68798
O -0.55691 -2.49485 1.57532
C -0.94126 -2.68062 0.22826
C -2.30328 -3.31021 0.15978
C -3.51817 -2.41000 0.38038
C -3.58748 -1.10899 -0.39891
C -4.80586 -0.27897 0.12603
B -4.33059 0.83039 1.12248
O -4.74258 0.79415 2.44903
B -3.59724 0.85586 3.24459
O -3.27882 -0.11113 4.13570
O -2.77276 1.94347 3.02500
B -2.41706 1.92721 1.69178
C -0.88687 1.88288 1.33065
Cl -0.01518 3.04842 2.36406
C -0.55908 1.98675 -0.16648
C -1.26024 3.11527 -0.86753
Cl 1.23322 2.26403 -0.38181
O -3.44183 1.85279 0.77236
H 1.38360 -3.21208 1.55828
H 1.18172 -1.59828 0.91495
H 1.05798 -1.84795 2.64992
H -0.24018 -3.36332 -0.25139
H -0.87101 -1.75052 -0.32483
H -2.37625 -3.84408 -0.77572
H -2.32018 -4.07037 0.93120
H -3.64314 -2.18422 1.43219
H -4.39179 -2.97947 0.08685
H -3.71161 -1.28326 -1.45868
H -2.69837 -0.50712 -0.27508
H -5.46655 -0.91954 0.69044
H -5.35210 0.16654 -0.69416
H -3.24329 -0.97503 3.69324
H -0.55158 0.91476 1.67243
H -0.70058 1.05108 -0.66679
H -0.78653 3.38146 -1.79390
H -1.37157 3.97956 -0.22722
H -2.25359 2.77708 -1.12666
C -3.42496 0.99023 -4.31899
N -2.60307 0.13061 -3.42336
O -2.75394 -1.07067 -3.49066
O -1.83142 0.70213 -2.67848
H -4.06007 0.35078 -4.91892
H -4.01107 1.64980 -3.68624
H -2.74013 1.56122 -4.93776
C 5.65670 2.10640 -0.17134
N 5.19364 0.69661 -0.07475
O 5.05873 0.06889 -1.10598
O 4.99093 0.25899 1.04082
H 5.80325 2.34862 -1.21585
H 4.89251 2.73624 0.27475
H 6.58870 2.17697 0.37811
C 8.47333 -1.23421 -0.13046
N 8.87740 0.17845 0.11638
O 9.52190 0.42265 1.11300
O 8.52074 0.99968 -0.70868
H 8.85423 -1.84407 0.67882
H 7.38784 -1.26146 -0.16985
H 8.89811 -1.52985 -1.08430
```


4.
C9H16N5 | ωB97M-V/def2-TZVPD

## Properties
Energy in eV: -17033.099
Total charge: +1
Spin multiplicity: 1

```
30
C9H16N5, DFT ωB97M-V/def2-TZVPD
C 0.20294 3.19332 -0.70011
C 0.20490 3.54581 0.58126
C 0.42689 1.78220 -1.08633
C 0.39566 2.53168 1.61229
C 0.65461 -0.00339 -2.44404
C 1.08584 -0.46336 -0.49386
C -1.79097 -2.30513 -1.22668
C 0.33565 -1.51445 0.29046
C -1.15654 -1.57894 0.09823
N 0.41772 1.35827 -2.29048
N 0.48469 0.83537 -0.10253
N 0.78127 1.28230 1.17987
N 0.22605 2.79432 2.95730
N 2.39857 -0.58573 -0.32656
H 0.36219 3.81067 -1.52201
H 0.33094 4.55737 0.93776
H 1.41238 -0.37464 -3.18114
H -0.32536 -0.62518 -2.53525
H -2.82228 -2.12027 -0.96397
H -1.53906 -3.37416 -1.22216
H -1.50036 -1.76263 -2.06540
H 0.76241 -2.44366 0.11617
H 0.47924 -1.35644 1.37853
H -1.56091 -2.11042 0.89906
H -1.44291 -0.51307 0.18744
H 1.31413 0.72341 1.81435
H 0.42938 3.72807 3.23110
H 0.61788 2.02813 3.51775
H 2.99873 -0.03612 -0.92210
H 2.77755 -1.27497 0.26403
```


Computed values of frontier orbital gap (unit: eV) for the preceding records, in sequence: 8.487; 8.429; 9.683; 7.053.